Record 1
This record from the OMol25 dataset describes a structure of composition C41H37BCrO5S in a non-equilibrium geometry. The level of theory is ωB97M-V/def2-TZVPD.

Results
HOMO-LUMO gap (spin up / spin down) (Ha): 0.2987 / 0.1683
Strongest force on any atom (hartree/bohr): 0.104
LUMO level (spin up / spin down) (eV): -7.561 / -11.779
Net charge: +3
HOMO energy (spin up / spin down) (eV): -15.69 / -16.36
2S+1: 4

Geometry as XYZ:
```
86
C41H37BCrO5S (ωB97M-V/def2-TZVPD)
C -0.556 -0.865 -5.779
C -0.671 -1.557 -4.481
C -1.847 -1.915 -3.827
C -1.629 -2.829 -2.766
C -0.281 -3.098 -2.560
B -1.430 1.082 0.038
C 0.294 -4.231 -1.892
C -0.483 -5.359 -1.523
C 0.157 -6.513 -1.074
C 1.552 -6.554 -0.975
C 2.315 -5.410 -1.248
C 1.687 -4.260 -1.705
O -0.908 1.251 -1.240
C -1.812 2.142 -1.917
C -1.210 3.546 -1.877
C -1.843 1.678 -3.359
C -3.152 1.997 -1.070
C -3.958 3.256 -0.851
C -4.075 0.912 -1.628
O -2.689 1.564 0.244
S 0.706 -2.179 -3.672
H -1.536 -0.824 -6.262
H -0.186 0.160 -5.667
H 0.144 -1.410 -6.424
H -2.822 -1.586 -4.178
H -2.402 -3.297 -2.167
H -1.570 -5.317 -1.594
H -0.445 -7.382 -0.791
H 2.049 -7.482 -0.687
H 3.397 -5.403 -1.104
H 2.276 -3.352 -1.873
H -1.776 4.241 -2.517
H -1.189 3.937 -0.853
H -0.173 3.502 -2.244
H -2.353 2.404 -4.009
H -0.815 1.555 -3.724
H -2.328 0.701 -3.461
H -4.484 3.550 -1.767
H -4.715 3.070 -0.082
H -3.331 4.091 -0.527
H -4.458 1.213 -2.617
H -3.579 -0.067 -1.700
H -4.941 0.810 -0.958
O 4.701 3.472 5.558
C 4.444 3.327 4.431
Cr 3.916 2.770 2.673
C 2.747 1.646 3.637
O 2.167 0.879 4.299
C 5.070 1.283 2.947
O 5.694 0.356 3.280
C 4.683 4.560 1.685
C 3.356 4.773 2.087
C 2.360 3.870 1.723
C 2.665 2.714 0.956
C 1.650 1.674 0.817
C 0.693 0.919 0.829
C -0.528 0.100 0.920
C -0.317 -1.361 0.693
C 0.974 -1.827 0.930
C 1.181 -3.152 1.296
C 0.100 -4.019 1.384
C -1.156 -3.597 0.937
C -1.380 -2.264 0.584
C -1.057 0.360 2.353
C -1.327 1.694 2.708
C -1.793 2.021 3.985
C -1.945 1.022 4.953
C -1.624 -0.300 4.630
C -1.168 -0.627 3.343
C 3.998 2.526 0.549
C 4.999 3.433 0.918
H 5.458 5.274 1.967
H 3.095 5.628 2.715
H 1.327 3.998 2.051
H 1.795 -1.109 0.929
H 2.200 -3.479 1.495
H 0.251 -5.036 1.750
H -1.962 -4.326 0.852
H -2.366 -1.910 0.273
H -1.124 2.494 1.993
H -2.046 3.058 4.208
H -2.304 1.273 5.953
H -1.726 -1.097 5.368
H -0.905 -1.660 3.110
H 4.238 1.630 -0.031
H 6.034 3.239 0.627
```


Record 2
This record from the OMol25 dataset describes a structure of composition C41H37ClHfNP2 in a non-equilibrium geometry. The level of theory is ωB97M-V/def2-TZVPD.

Results
HOMO-LUMO gap (Ha): 0.2173
Strongest force on any atom (hartree/bohr): 0.077
LUMO level (eV): -10.682
Net charge: +3
HOMO energy (eV): -16.59

Geometry as XYZ:
```
83
C41H37ClHfNP2 (ωB97M-V/def2-TZVPD)
Hf 0.879 -0.010 -0.441
Cl 0.076 -0.093 -2.652
P -0.062 2.383 -0.375
P -0.032 -2.408 -0.243
C 0.046 3.335 1.191
C -1.569 3.091 -1.109
C 1.334 3.049 -1.386
C 1.528 -3.332 -0.621
C -0.592 -3.255 1.277
C -1.219 -3.006 -1.509
C 1.139 4.156 1.507
C 1.214 4.765 2.761
C 0.188 4.596 3.697
C -0.925 3.822 3.355
C -1.018 3.228 2.100
H 1.909 4.349 0.752
H 2.065 5.399 2.998
H 0.239 5.096 4.672
H -1.744 3.713 4.061
H -1.930 2.702 1.801
C 2.611 2.508 -1.125
C 3.707 2.971 -1.863
C 3.540 3.931 -2.857
C 2.264 4.437 -3.131
C 1.155 4.010 -2.400
H 2.791 1.792 -0.282
H 4.686 2.564 -1.627
H 4.412 4.300 -3.409
H 2.142 5.185 -3.908
H 0.153 4.409 -2.591
C -2.009 4.402 -0.851
C -3.171 4.885 -1.467
C -3.896 4.081 -2.357
C -3.437 2.788 -2.634
C -2.287 2.304 -2.022
H -1.449 5.058 -0.178
H -3.513 5.898 -1.267
H -4.803 4.462 -2.848
H -3.972 2.160 -3.342
H -1.907 1.314 -2.277
C -1.803 -3.967 1.354
C -2.198 -4.542 2.566
C -1.395 -4.427 3.706
C -0.162 -3.772 3.605
C 0.266 -3.249 2.389
H -2.411 -4.120 0.456
H -3.126 -5.107 2.615
H -1.701 -4.885 4.655
H 0.491 -3.706 4.471
H 1.284 -2.860 2.284
C 2.513 -2.640 -1.337
C 3.725 -3.268 -1.622
C 3.965 -4.578 -1.212
C 2.975 -5.274 -0.506
C 1.750 -4.665 -0.218
H 2.318 -1.622 -1.762
H 4.469 -2.714 -2.187
H 4.916 -5.064 -1.459
H 3.161 -6.299 -0.198
H 0.966 -5.219 0.313
C -0.978 -4.131 -2.309
C -1.922 -4.511 -3.271
C -3.097 -3.775 -3.451
C -3.326 -2.648 -2.653
C -2.405 -2.269 -1.680
H -0.060 -4.711 -2.175
H -1.741 -5.393 -3.878
H -3.837 -4.078 -4.199
H -4.238 -2.068 -2.776
H -2.596 -1.392 -1.046
H 2.971 -0.074 -3.324
H 2.267 -0.094 -3.662
C -0.069 0.281 4.565
C 1.103 0.624 3.917
C 1.244 0.452 2.545
N 0.192 0.056 1.782
C -1.006 -0.208 2.401
C -1.117 -0.145 3.777
H -0.160 0.342 5.661
H 1.946 1.012 4.455
H 2.188 0.657 2.032
H -1.829 -0.542 1.752
H -2.070 -0.444 4.224
```